{"formula": "C2H6O3", "method": "ωB97M-V with the def2-TZVPD basis set", "elements": ["O", "C", "O", "H", "H", "H", "C", "H", "O", "H", "H"], "xyz": [[1.49214, -0.45236, -0.61151], [0.65914, -0.09040, 0.34550], [0.59905, -1.00923, 1.33231], [-2.35366, -0.83010, -0.85839], [0.96806, -0.65368, 2.11161], [1.76836, -1.46281, -0.47306], [-1.61531, 0.11223, -0.88730], [0.88475, 1.89438, 0.23451], [0.73263, 1.18336, 0.83132], [-1.74780, 0.73941, -0.12564], [-1.38737, 0.56919, -1.89936]], "forces_ev_per_a": [[2.18, -2.73, -0.96], [-2.39, 0.26, -0.64], [-0.97, -0.72, -1.09], [2.00, 2.17, -0.24], [0.62, 0.85, 1.76], [-1.04, 3.28, -0.28], [0.36, -3.98, -2.91], [0.19, 0.34, -1.31], [0.11, -1.32, 1.49], [-0.79, 2.63, 2.81], [-0.28, -0.79, 1.37]], "lowdin_charge": [0.0570, -0.5892, 0.0936, 0.0385, 0.0912, 0.1989, 0.0175, 0.1034, 0.0898, -0.1065, 0.0058], "fmax_ha_per_bohr": 0.0962, "charge": 0, "de_lowest_kj_mol": 474.8, "total_energy_ev": -8309.5866}